1:
{"formula": "C5H9NS", "method": "wB97M-V/def2-TZVPD", "e_homo_ev": -8.594, "lumo_energy_ev": -0.16, "symbols": ["C", "C", "C", "C", "C", "H", "H", "H", "H", "H", "H", "H", "H", "H", "N", "S"], "xyz": [[1.37187, 1.03006, -1.33653], [0.39842, 0.55868, -0.29638], [0.65312, -0.77606, 0.38066], [-0.84009, -0.96636, 0.33748], [-1.60223, -0.51475, 1.57522], [1.55512, 0.21196, -2.09200], [0.99960, 1.92216, -1.79840], [2.35098, 1.26611, -0.88777], [0.18379, 1.39021, 0.42558], [1.15673, -1.44970, -0.32160], [1.22114, -0.68520, 1.33595], [-1.24132, -1.98538, 0.05160], [-1.67930, 0.55571, -0.99784], [-2.58052, -0.15236, 1.35632], [-0.87924, -0.06163, -0.80232], [-1.06806, -0.34345, 3.07003]], "nbo_charge": [-0.62, -0.04, -0.42, -0.13, -0.27, 0.21, 0.21, 0.21, 0.18, 0.22, 0.23, 0.21, 0.36, 0.18, -0.62, 0.07]}

***

2:
{"formula": "C5H9NS", "method": "wB97M-V/def2-TZVPD", "e_homo_ev": -8.740, "lumo_energy_ev": 0.87, "symbols": ["C", "C", "C", "C", "C", "H", "H", "H", "H", "H", "H", "H", "H", "H", "N", "S"], "xyz": [[-0.14352, 0.56496, -0.94373], [0.82500, -0.60702, -0.54162], [0.99877, -0.82893, 0.94879], [-0.29702, -0.05445, 1.35815], [-0.10763, 1.03312, 0.50704], [-2.04707, 0.96634, -1.61698], [-1.92435, -0.39939, -0.79972], [0.43371, 1.26161, -1.61070], [1.78471, -0.67331, -1.06535], [0.30328, -1.42369, -1.01429], [0.97946, -1.89122, 1.35421], [1.80240, -0.35526, 1.33095], [-1.10240, -0.72182, 0.96818], [0.92707, 1.49794, 0.73745], [-1.39937, 0.11566, -1.47945], [-1.03305, 1.51544, 1.86706]], "nbo_charge": [-0.05, -0.44, -0.38, -0.34, -0.38, 0.36, 0.35, 0.21, 0.23, 0.23, 0.22, 0.20, 0.18, 0.20, -0.82, 0.22]}

***

The data favor 1; the next most stable structure lies 187.7 kJ/mol above it.

***

1:
{"formula": "C3H3N3", "method": "wB97M-V/def2-TZVPD", "e_homo_ev": -10.529, "lumo_energy_ev": -0.99, "symbols": ["C", "C", "C", "H", "H", "H", "N", "N", "N"], "xyz": [[-0.59444, -0.32850, -0.02602], [0.07858, 0.98197, 0.10814], [1.37037, -0.77409, -0.11689], [-2.28981, 0.44282, -0.13138], [-0.57624, 1.98592, 0.15438], [2.24415, -1.34303, -0.09788], [-1.90361, -0.36382, -0.04642], [1.35046, 0.82748, -0.01533], [0.32055, -1.42874, 0.17142]], "nbo_charge": [0.29, 0.02, 0.25, 0.32, 0.22, 0.19, -0.51, -0.39, -0.40]}

***

2:
{"formula": "C3H3N3", "method": "wB97M-V/def2-TZVPD", "e_homo_ev": -9.402, "lumo_energy_ev": -1.30, "symbols": ["C", "C", "C", "N", "N", "N", "H", "H", "H"], "xyz": [[-1.20440, -0.28685, 2.11135], [0.30463, 0.94235, -0.75638], [-1.37409, 0.49348, 0.96494], [-0.75111, -0.61373, 3.12655], [-0.51518, 0.12971, 0.00181], [1.15177, 0.24359, -1.50129], [1.69961, 0.71233, -2.20093], [-0.26233, -0.87433, -0.03447], [0.95110, -0.74657, -1.71159]], "nbo_charge": [0.10, 0.25, 0.18, -0.24, -0.62, -0.77, 0.41, 0.34, 0.35]}

***

The data favor 1; the next most stable structure lies 164.7 kJ/mol above it.